11
Properties=species:S:1:pos:R:3:forces:R:3 method="wB97M-V/def2-TZVPD" homo_energy_ev=-10.35 smiles="O=CO.C=C" lumo_energy_ev=0.9 mol_weight_g_mol=74.1 orbital_gap_ev=11.24 de_lowest_ev=1.526
C 0.09275 0.78805 -2.22609 0.2 0.3 -0.1
C 0.40067 1.90346 -1.58442 0.2 0.0 0.6
H 0.86946 0.14349 -2.61929 -0.1 -0.1 0.1
H -0.93867 0.52443 -2.40046 -0.1 -0.1 -0.1
H 1.42224 2.17128 -1.32066 -0.1 0.0 -0.3
H -0.35827 2.56566 -1.19051 -0.1 0.0 -0.1
O -0.06419 -1.79113 0.53670 0.2 -0.1 -0.1
C -0.15874 -1.19926 1.56575 -0.1 0.1 0.0
O -0.29465 0.14754 1.66998 0.9 0.0 0.3
H -0.13731 -1.68349 2.55065 -0.3 0.1 0.0
H 0.32815 0.55968 1.03993 -0.8 -0.1 -0.2

95
Properties=species:S:1:pos:R:3:forces:R:3 method="wB97M-V/def2-TZVPD" homo_energy_ev=-15.37 total_charge=+3 lumo_energy_ev=-8.6 mol_weight_g_mol=881.1 orbital_gap_ev=6.82 de_lowest_ev=0.110
Ir 1.08456 -0.43458 -1.01176 0.1 0.1 0.0
C 2.11239 2.30441 5.09420 0.0 0.0 0.0
C 0.86616 3.01627 4.64442 0.1 0.1 -0.1
C 0.32948 4.06208 5.38540 0.0 0.0 0.0
C -0.81412 4.73257 4.97624 0.0 0.0 0.0
C -1.46165 4.34365 3.81535 0.0 0.0 0.0
C -0.95587 3.29416 3.06176 -0.1 0.0 0.0
C 0.20887 2.65326 3.46571 0.2 0.2 0.0
N 0.76450 1.55604 2.73080 -0.3 -0.2 0.1
C 0.76470 1.34679 1.40701 0.5 0.3 0.0
N 0.45377 2.38683 0.61019 -0.2 -0.1 0.0
C 0.80837 2.57181 -0.75195 0.1 0.1 0.0
C 1.19119 1.51541 -1.57276 0.0 0.0 -0.1
C 1.62208 1.81909 -2.86707 0.0 0.0 0.0
C 1.62279 3.11936 -3.34082 0.0 0.0 0.0
C 1.17483 4.14667 -2.52106 0.0 0.0 0.0
C 0.77165 3.89947 -1.21718 0.0 0.0 0.0
C 0.35843 5.03535 -0.31849 0.0 0.0 0.0
N 1.14478 0.17400 0.90624 -0.4 -0.2 0.0
C 1.77935 -0.78129 1.76872 0.1 0.0 0.0
C 1.08791 -1.51215 2.72250 0.0 -0.1 0.0
C 1.77533 -2.43448 3.50449 0.0 0.0 0.0
C 3.13527 -2.63319 3.31807 0.0 0.0 0.0
C 3.82165 -1.90378 2.35328 0.0 0.0 0.0
C 3.15194 -0.96591 1.58149 0.0 0.0 0.0
C 3.83553 -0.14144 0.53433 0.0 0.0 0.0
H 2.47327 2.72289 6.03034 0.0 0.0 0.0
H 2.91410 2.39346 4.35789 0.0 0.0 0.0
H 1.93639 1.23880 5.27519 0.0 0.0 0.0
H 0.82508 4.35928 6.30068 0.0 0.0 0.0
H -1.20389 5.54717 5.57054 0.0 0.0 0.0
H -2.36974 4.84061 3.50251 0.0 0.0 0.0
H -1.50643 2.95769 2.19043 0.0 0.0 0.0
H 1.16209 0.81600 3.29239 -0.1 0.0 0.0
H 0.25804 3.24035 1.11846 0.0 0.0 0.0
H 1.97165 1.02759 -3.51983 0.0 0.0 0.0
H 1.97225 3.33633 -4.34136 0.0 0.0 0.0
H 1.16610 5.16482 -2.88839 0.0 0.0 0.0
H 0.24419 5.95165 -0.89238 0.0 0.0 0.0
H 1.11182 5.22892 0.45068 0.0 0.0 0.0
H -0.59523 4.85391 0.18580 0.0 0.0 0.0
H 0.02389 -1.36101 2.86141 0.0 0.0 0.0
H 1.24364 -3.00017 4.25784 0.0 0.0 0.0
H 3.66497 -3.35335 3.92636 0.0 0.0 0.0
H 4.88535 -2.05600 2.21567 0.0 0.0 0.0
H 4.90703 -0.32434 0.49668 0.0 0.0 0.0
H 3.66632 0.92507 0.66865 0.0 0.0 0.0
H 3.73931 -1.21841 -1.13559 0.0 0.0 0.0
O 3.28368 -0.43464 -0.79668 0.0 0.0 -0.1
S 1.48181 -2.91866 -0.79817 0.0 0.0 0.1
C 0.88630 -2.89573 -2.46883 0.0 0.0 -0.1
C 1.25898 -1.74048 -3.17808 -0.1 -0.1 0.0
C 0.76914 -1.53837 -4.47296 0.0 0.0 0.0
C -0.05093 -2.49078 -5.05286 0.0 0.0 0.0
C -0.37969 -3.64828 -4.34619 0.0 0.0 0.0
C 0.06440 -3.84922 -3.04503 0.0 0.0 0.0
C 0.44579 -4.05326 0.08263 0.0 0.0 0.0
C 0.85484 -5.38029 0.15062 0.0 0.0 0.0
C 0.07636 -6.28851 0.85529 0.0 0.0 0.0
C -1.08113 -5.86517 1.49307 0.0 0.0 0.0
C -1.46876 -4.53041 1.43862 0.0 0.0 0.0
C -0.70353 -3.61775 0.73119 0.0 0.0 0.1
H 2.12232 -1.13609 -2.86350 0.0 0.1 0.0
H 1.09176 -0.67475 -5.04161 0.0 0.0 0.0
H -0.39428 -2.36582 -6.07101 0.0 0.0 0.0
H -0.98922 -4.40805 -4.81894 0.0 0.0 0.0
H -0.21831 -4.73609 -2.49271 0.0 0.0 0.0
H 1.76760 -5.70029 -0.33608 0.0 0.0 0.0
H 0.38121 -7.32444 0.91168 0.0 0.0 0.0
H -1.68061 -6.57592 2.04562 0.0 0.0 0.0
H -2.36141 -4.20665 1.95768 0.0 0.0 0.0
H -0.96318 -2.56524 0.71503 0.0 0.0 0.0
C -3.69215 -0.35573 -3.21209 0.0 0.0 0.0
N -3.01052 1.00827 -3.00055 0.0 0.0 0.0
C -3.64299 1.67456 -1.76386 0.0 0.0 0.0
N -3.54435 0.81934 -0.63339 0.0 0.0 0.0
C -4.19769 -0.46321 -0.89601 0.0 0.0 0.0
N -3.58591 -1.14165 -2.03563 0.0 0.0 0.0
C -2.23297 -1.62087 -1.75847 0.0 0.0 0.0
P -1.12461 -0.20100 -1.36103 0.1 0.1 0.0
C -1.52770 0.85677 -2.83282 0.0 0.0 0.0
C -2.18149 0.66920 -0.12563 0.0 0.0 0.0
H -3.20511 -0.82817 -4.06451 0.0 0.0 0.0
H -4.73500 -0.14431 -3.44733 0.0 0.0 0.0
H -3.18763 1.59877 -3.81701 0.0 0.0 0.0
H -4.68585 1.86005 -2.01984 0.0 0.0 0.0
H -3.12136 2.61866 -1.60951 0.0 0.0 0.0
H -5.25224 -0.28823 -1.10977 0.0 0.0 0.0
H -4.12509 -1.09548 -0.01294 0.0 0.0 0.0
H -1.84280 -2.15577 -2.62466 0.0 0.0 0.0
H -2.26015 -2.32557 -0.92621 0.0 0.0 -0.1
H -1.12008 0.40372 -3.73760 0.0 0.0 0.0
H -1.08568 1.84576 -2.71195 0.0 0.0 0.0
H -1.75207 1.64729 0.09224 0.0 0.0 0.0
H -2.20378 0.10085 0.80675 0.0 0.0 0.0

81
Properties=species:S:1:pos:R:3:forces:R:3 method="wB97M-V/def2-TZVPD" homo_energy_ev=-11.62 total_charge=+1 lumo_energy_ev=-2.8 mol_weight_g_mol=792.6 orbital_gap_ev=8.80 de_lowest_ev=0.493
Ti 0.51667 -0.93781 0.14325 0.1 -0.1 -0.5
O 0.73187 -2.86275 3.28943 0.0 0.0 0.0
As 2.02231 -1.72874 2.92165 0.1 -0.2 0.0
O 3.46232 -2.30213 3.38023 0.0 0.0 0.0
O 1.90133 -1.56113 1.20835 -0.2 -0.1 0.2
C 1.49634 -0.23209 4.06338 0.0 0.0 0.0
C 1.90191 -0.57119 5.35728 0.0 0.0 0.0
C 1.57136 0.21582 6.44929 0.0 0.0 0.0
C 0.82607 1.36838 6.27143 0.0 0.0 0.0
C 0.44387 1.73878 4.99254 0.0 0.0 0.0
C 0.76817 0.94863 3.89486 0.0 0.0 0.0
S 0.35002 1.74764 2.33791 0.3 0.0 0.0
O -1.55230 -0.92965 3.20751 0.0 0.1 0.1
O -1.10749 2.05808 2.43594 0.0 0.0 0.1
O 0.57365 0.57721 1.36767 -0.2 0.0 0.0
H 1.14543 -3.72866 3.41468 0.0 0.0 0.0
H 2.49451 -1.46617 5.50122 0.0 0.0 0.0
H 1.90226 -0.07703 7.43642 0.0 0.0 0.0
H 0.55932 1.98807 7.11691 0.0 0.0 0.0
H -0.11014 2.65638 4.83492 0.0 0.0 0.0
O 2.03729 -0.13917 -0.97456 0.2 0.1 0.1
S 2.75446 1.12530 -0.49203 0.0 0.1 -0.1
C 1.71309 2.39147 -1.22757 0.0 0.0 0.0
C 1.23831 2.10293 -2.65513 0.0 0.0 0.0
C 0.18528 1.00546 -2.97951 0.0 0.0 0.0
C 0.84367 -0.31166 -3.47420 0.0 0.0 0.0
S 0.45694 -2.00322 -2.93878 -0.1 0.0 -0.1
O 0.65126 -2.22129 -1.44547 0.2 0.1 0.1
C -1.31008 -2.08821 -3.18629 0.0 0.0 0.0
C -2.07323 -2.64450 -2.17319 0.0 0.0 0.0
C -3.44407 -2.76822 -2.35834 0.0 0.0 0.0
C -4.02905 -2.35538 -3.54649 0.0 0.0 0.0
C -3.24376 -1.83243 -4.56752 0.0 0.0 0.0
C -1.87482 -1.70316 -4.39655 0.0 0.0 0.0
C 4.18537 1.19974 -1.54482 0.0 0.0 0.0
C 4.95798 2.35438 -1.53388 0.0 0.0 0.0
C 6.09683 2.40457 -2.32011 0.0 0.0 0.0
C 6.46187 1.30494 -3.08740 0.0 0.0 0.0
C 5.69596 0.14960 -3.06436 0.0 0.0 0.0
C 4.54728 0.08736 -2.28635 0.0 0.0 0.0
H 2.29195 3.31700 -1.20730 0.0 0.0 0.0
H 0.89413 2.49669 -0.51630 0.0 0.0 0.0
H 2.11675 1.94011 -3.28629 0.0 0.0 0.0
H 0.81923 3.05139 -2.99842 0.0 0.0 0.0
H -0.30913 1.40130 -3.87274 0.0 0.0 0.0
H -1.75629 0.28852 -2.56801 0.0 0.0 0.1
H 1.92460 -0.28088 -3.35102 0.0 0.0 0.0
H 0.67476 -0.43468 -4.54863 0.0 0.0 0.0
H -1.60992 -2.98335 -1.25788 0.0 0.0 0.0
H -4.04180 -3.20795 -1.57025 0.0 0.0 0.0
H -5.09625 -2.45967 -3.69002 0.0 0.0 0.0
H -3.69654 -1.53174 -5.50257 0.0 0.0 0.0
H -1.26939 -1.30751 -5.20229 0.0 0.0 0.0
H 4.68709 3.20232 -0.91582 0.0 0.0 0.0
H 6.70543 3.29834 -2.32591 0.0 0.0 0.0
H 7.35635 1.34651 -3.69386 0.0 0.0 0.0
H 5.99542 -0.71268 -3.64445 0.0 0.0 0.0
H 3.95558 -0.81641 -2.23227 0.0 0.0 0.0
C -1.62686 2.18557 -1.63989 0.0 0.0 0.0
C -0.99446 0.84217 -2.00649 -0.1 -0.1 0.0
O -0.69511 0.07018 -0.87358 0.0 0.2 0.0
H -0.90563 2.95339 -1.36733 0.0 0.0 0.0
H -2.29627 2.05896 -0.78975 -0.1 0.0 0.0
H -2.21749 2.56502 -2.47496 0.0 0.0 0.0
O -2.73261 -3.16292 0.99316 0.0 0.0 0.1
C -2.03246 -2.23997 1.31390 -0.1 0.1 -0.1
O -0.83525 -2.00334 0.85637 -0.1 -0.1 0.3
C -2.53033 -1.10902 2.24932 0.0 0.0 -0.1
N -2.60014 0.15634 1.37290 -0.1 -0.4 -0.2
C -4.03613 0.45426 1.12318 0.1 0.0 0.0
C -4.70324 0.00769 2.41390 0.0 0.0 0.0
C -3.96051 -1.28570 2.76265 0.0 0.0 0.0
H -1.87863 -0.38674 3.93705 0.0 0.0 0.0
H -2.03370 0.06816 0.50753 -0.1 0.0 0.0
H -2.11151 0.91380 1.90740 0.1 0.3 0.1
H -4.36220 -0.14584 0.27308 0.0 0.0 0.0
H -4.15763 1.50900 0.88807 0.0 0.0 0.0
H -5.77242 -0.14353 2.28634 0.0 0.0 0.0
H -4.56396 0.76782 3.18539 0.0 0.0 0.0
H -4.40101 -2.14687 2.26298 0.0 0.0 0.0
H -3.94246 -1.49591 3.83050 0.0 0.0 0.0

18
Properties=species:S:1:pos:R:3:forces:R:3 method="wB97M-V/def2-TZVPD" homo_energy_ev=-14.90 total_charge=+1 lumo_energy_ev=-3.0 mol_weight_g_mol=94.1 orbital_gap_ev=11.86 de_lowest_ev=0.424
O 1.21170 -0.70696 -1.75810 0.1 -0.2 0.2
C -0.13086 -0.97487 -1.36970 0.3 0.7 -0.4
C -0.59715 0.31237 -0.74335 -0.3 0.6 0.0
N 0.20956 0.56779 0.51028 0.0 -0.4 -0.7
C 0.60641 1.97204 0.70808 0.2 0.7 -0.1
H 1.58547 -1.49160 -2.17517 0.1 0.1 0.0
H -0.16403 -1.77686 -0.63573 -0.2 -0.3 0.0
H -0.75286 -1.17655 -2.24402 -0.1 -0.2 0.2
H -0.45250 1.16687 -1.41247 0.2 -0.3 0.0
H -1.65320 0.29414 -0.50831 -0.2 -0.1 0.3
H -0.31336 0.15973 1.31235 0.2 0.0 -0.1
H 1.04756 0.00577 0.34556 0.2 0.1 0.3
H -0.27846 2.58922 0.83086 0.0 0.0 0.0
H 1.25779 2.08621 1.56381 -0.1 -0.2 0.4
H 1.18750 2.32356 -0.14557 -0.3 -0.2 -0.1
H -0.63267 -1.51793 2.84657 0.1 -0.1 -0.4
H -1.95000 -0.83799 2.78266 0.0 0.1 -0.5
O -1.18833 -1.03974 2.20980 -0.2 -0.1 1.1

39
Properties=species:S:1:pos:R:3:forces:R:3 method="wB97M-V/def2-TZVPD" homo_energy_ev=-16.97 total_charge=+2 lumo_energy_ev=-6.8 mol_weight_g_mol=287.9 orbital_gap_ev=10.22 de_lowest_ev=0.070
Sr -0.00008 -1.29667 -1.29581 0.0 -0.4 -0.4
C 1.83154 1.71410 -0.46931 -0.1 -0.1 0.0
C 0.97813 2.07306 -1.68478 0.0 -0.1 0.0
N -0.19131 1.16762 -1.89805 0.0 0.3 -0.1
C -1.40095 1.67121 -1.19302 0.0 -0.1 0.0
C -2.58801 0.74454 -1.40061 0.1 0.0 0.1
N -2.41094 -0.60781 -0.79550 -0.3 0.2 0.1
C -2.88356 -0.68955 0.62327 0.1 0.0 0.0
C -1.83056 -0.46889 1.71439 0.1 0.0 -0.1
C -0.97854 -1.68554 2.07279 0.0 0.0 -0.1
N 0.19161 -1.89851 1.16821 0.0 -0.1 0.3
C 1.40026 -1.19198 1.67201 0.0 0.0 -0.1
C 2.58806 -1.39899 0.74615 -0.1 0.1 0.0
N 2.41077 -0.79613 -0.60716 0.3 0.1 0.2
C 2.88363 0.62240 -0.69158 -0.1 0.0 0.0
H 1.18975 1.48637 0.38886 0.0 0.0 0.0
H 2.37365 2.61649 -0.18408 0.0 0.0 0.0
H 1.59463 2.04617 -2.58428 0.0 0.0 0.0
H 0.61718 3.09812 -1.58523 0.0 0.0 0.0
H -0.41160 1.21886 -2.89143 0.0 0.1 0.0
H -1.66635 2.66661 -1.55597 0.0 0.0 0.0
H -1.16748 1.77708 -0.13352 0.0 0.0 0.0
H -2.74881 0.61294 -2.47346 0.0 0.0 0.0
H -3.48493 1.22591 -1.00739 -0.1 0.0 0.0
H -3.02644 -1.22258 -1.32148 -0.1 0.0 0.0
H -3.31663 -1.68107 0.76029 0.0 0.0 0.0
H -3.69820 0.02230 0.75978 0.0 0.1 0.0
H -2.37184 -0.18288 2.61705 0.0 0.0 0.0
H -1.18772 0.38843 1.48629 0.0 0.0 0.0
H -1.59569 -2.58458 2.04409 0.0 0.0 0.0
H -0.61856 -1.58759 3.09831 0.0 0.0 0.0
H 0.41272 -2.89167 1.22032 0.0 0.0 0.1
H 1.66548 -1.55405 2.66777 0.0 0.0 0.0
H 1.16563 -0.13263 1.77706 0.0 0.0 0.0
H 2.75058 -2.47177 0.61618 0.0 0.0 0.0
H 3.48411 -1.00367 1.22737 0.1 0.0 0.0
H 3.02613 -1.32322 -1.22115 0.1 0.0 0.0
H 3.31420 0.75819 -1.68438 0.0 0.0 0.0
H 3.70016 0.75938 0.01802 0.0 0.0 0.1